[1]
{
  "formula": "C24H57BN14O28PS",
  "method": "the ωB97M-V functional and the def2-TZVPD basis",
  "total_charge": 1,
  "gap_ev": 7.835,
  "energy_ev": -124760.375,
  "e_homo_ha": -0.4054,
  "symbols": ["N", "B", "O", "P", "C", "C", "C", "S", "C", "C", "O", "C", "C", "C", "C", "C", "C", "H", "H", "H", "H", "H", "H", "H", "H", "H", "H", "H", "H", "H", "H", "H", "H", "H", "H", "C", "N", "O", "O", "H", "H", "H", "C", "N", "O", "O", "H", "H", "H", "C", "N", "O", "O", "H", "H", "H", "C", "N", "O", "O", "H", "H", "H", "C", "N", "O", "O", "H", "H", "H", "C", "N", "O", "O", "H", "H", "H", "C", "N", "O", "O", "H", "H", "H", "C", "N", "O", "O", "H", "H", "H", "C", "N", "O", "O", "H", "H", "H", "C", "N", "O", "O", "H", "H", "H", "C", "N", "O", "O", "H", "H", "H", "C", "N", "O", "O", "H", "H", "H", "C", "N", "O", "O", "H", "H", "H"],
  "coordinates": [[3.173, -2.858, 0.415], [1.960, -2.970, -0.438], [2.011, -3.061, -1.863], [0.143, -2.958, 0.276], [-0.697, -1.295, 0.129], [0.334, -0.085, -0.105], [-0.443, 1.274, -0.503], [-2.140, 1.383, 0.230], [-0.753, -4.381, -0.557], [-2.253, -4.584, -0.085], [-2.653, -5.616, 0.469], [-3.248, -3.386, -0.411], [-4.144, -2.800, 0.653], [-5.039, -1.617, 0.263], [-4.950, -1.125, -1.162], [-4.084, -1.734, -2.238], [-3.199, -2.901, -1.869], [2.967, -3.429, 1.254], [3.168, -1.873, 0.757], [2.957, -3.058, -2.128], [0.227, -3.259, 1.684], [-1.478, -1.216, -0.684], [-1.211, -1.098, 1.131], [1.031, -0.282, -0.991], [0.985, 0.088, 0.819], [0.193, 2.167, -0.210], [-0.575, 1.318, -1.637], [-2.906, 1.972, -0.760], [-0.181, -5.331, -0.273], [-0.774, -4.238, -1.690], [-4.113, -3.256, 1.692], [-5.692, -1.152, 1.065], [-5.581, -0.239, -1.446], [-4.028, -1.353, -3.296], [-2.502, -3.411, -2.598], [4.150, -0.708, -3.145], [3.104, 0.346, -3.085], [2.582, 0.564, -2.001], [2.840, 0.922, -4.124], [4.279, -1.130, -2.150], [3.809, -1.470, -3.849], [5.068, -0.239, -3.485], [-3.203, 4.702, -3.835], [-3.623, 3.757, -2.767], [-3.870, 2.609, -3.096], [-3.691, 4.199, -1.636], [-3.187, 4.172, -4.784], [-3.927, 5.514, -3.857], [-2.209, 5.065, -3.579], [3.218, 3.482, -5.333], [3.115, 4.935, -5.629], [4.084, 5.626, -5.367], [2.070, 5.328, -6.110], [4.199, 3.279, -4.910], [2.434, 3.236, -4.622], [3.084, 2.945, -6.271], [8.353, -2.886, -4.148], [7.307, -1.831, -4.082], [6.790, -1.618, -2.997], [7.041, -1.254, -5.117], [8.484, -3.312, -3.156], [8.011, -3.643, -4.852], [9.272, -2.415, -4.491], [1.782, -4.008, -6.403], [2.792, -2.925, -6.272], [3.216, -2.431, -7.292], [3.122, -2.611, -5.137], [1.588, -4.179, -7.459], [2.196, -4.901, -5.937], [0.879, -3.679, -5.893], [-4.173, 6.015, 1.000], [-5.216, 7.073, 1.043], [-5.733, 7.308, 2.120], [-5.479, 7.630, -0.008], [-4.042, 5.609, 1.998], [-4.515, 5.245, 0.312], [-3.252, 6.477, 0.650], [-2.953, -8.632, -0.496], [-1.851, -9.367, -1.169], [-2.046, -9.754, -2.306], [-0.826, -9.528, -0.530], [-3.796, -8.563, -1.178], [-3.225, -9.192, 0.397], [-2.579, -7.641, -0.243], [4.342, 2.527, 0.412], [3.897, 1.533, 1.424], [3.653, 0.402, 1.032], [3.806, 1.918, 2.571], [4.375, 2.044, -0.561], [3.621, 3.343, 0.414], [5.331, 2.875, 0.704], [-3.211, 5.343, 5.740], [-3.210, 5.081, 4.278], [-4.052, 4.307, 3.847], [-2.364, 5.664, 3.616], [-4.009, 4.764, 6.199], [-2.240, 5.038, 6.128], [-3.376, 6.409, 5.883], [-5.452, -3.106, 5.543], [-5.821, -2.431, 4.271], [-5.078, -1.552, 3.864], [-6.841, -2.805, 3.723], [-4.526, -2.670, 5.914], [-6.264, -2.944, 6.249], [-5.322, -4.165, 5.326], [-0.780, -1.615, 6.034], [-2.077, -2.287, 6.298], [-2.190, -3.452, 5.953], [-2.940, -1.623, 6.845], [-0.113, -2.324, 5.547], [-0.978, -0.762, 5.387], [-0.371, -1.296, 7.000], [0.005, 1.113, 9.960], [-0.273, 0.321, 8.734], [-1.004, 0.818, 7.901], [0.260, -0.777, 8.654], [-0.528, 2.058, 9.894], [-0.342, 0.531, 10.812], [1.080, 1.278, 10.007], [6.052, 6.817, -2.765], [5.614, 5.828, -1.745], [5.370, 4.697, -2.132], [5.528, 6.218, -0.597], [6.079, 6.327, -3.735], [5.329, 7.631, -2.764], [7.042, 7.168, -2.481]],
  "lowdin_charge": [0.125, -0.607, 0.075, 1.133, -0.342, -0.280, -0.516, 0.702, -0.220, -0.358, 0.057, -0.143, 0.009, -0.018, -0.058, -0.051, -0.037, 0.079, 0.066, 0.099, 0.070, 0.077, 0.091, 0.075, 0.113, 0.079, 0.088, -0.150, 0.124, 0.109, 0.108, 0.104, 0.100, 0.101, 0.096, 0.032, -0.385, 0.025, 0.071, 0.090, 0.055, 0.088, 0.057, -0.436, 0.052, 0.042, 0.097, 0.108, 0.105, 0.022, -0.442, 0.052, 0.066, 0.093, 0.085, 0.106, 0.052, -0.429, 0.039, 0.084, 0.097, 0.104, 0.106, 0.054, -0.420, 0.112, 0.016, 0.101, 0.104, 0.101, 0.040, -0.443, 0.064, 0.055, 0.043, 0.080, 0.108, 0.043, -0.453, 0.064, 0.053, 0.099, 0.107, 0.059, 0.048, -0.431, 0.020, 0.085, 0.078, 0.108, 0.108, 0.049, -0.432, 0.064, 0.054, 0.097, 0.100, 0.105, 0.047, -0.441, 0.043, 0.063, 0.043, 0.108, 0.107, 0.035, -0.422, 0.056, 0.056, 0.093, 0.105, 0.046, 0.057, -0.416, 0.081, 0.042, 0.098, 0.107, 0.106, 0.047, -0.443, 0.042, 0.065, 0.082, 0.107, 0.104]
}

---

[2]
{
  "formula": "FHNO3S",
  "method": "the ωB97M-V functional and the def2-TZVPD basis",
  "total_charge": -1,
  "gap_ev": [8.860, 4.561],
  "energy_ev": -21198.578,
  "e_homo_ha": [-0.1886, -0.1141],
  "relative_energy_kj_mol": 208.4,
  "symbols": ["N", "O", "O", "O", "F", "S", "H"],
  "coordinates": [[-2.831, -0.134, -0.101], [1.702, 0.415, -0.882], [2.690, -1.395, 0.595], [2.772, 0.947, 1.309], [-4.175, -0.168, -0.660], [2.102, -0.036, 0.474], [-2.260, 0.373, -0.735]],
  "lowdin_charge": [0.179, -0.492, -0.485, -0.468, -0.198, 0.446, 0.017]
}

---

[3]
{
  "formula": "C6H9I",
  "method": "the ωB97M-V functional and the def2-TZVPD basis",
  "gap_ev": 8.141,
  "energy_ev": -14463.917,
  "e_homo_ha": -0.2936,
  "relative_energy_kj_mol": 300.7,
  "symbols": ["C", "C", "C", "C", "C", "C", "I", "H", "H", "H", "H", "H", "H", "H", "H", "H"],
  "coordinates": [[0.465, 0.080, -1.307], [-0.654, 0.348, 0.792], [0.068, -0.482, 0.039], [1.323, 0.946, -0.428], [-1.298, 1.655, 0.300], [0.289, -1.873, 0.416], [3.210, 0.079, -0.055], [1.048, -0.749, -1.999], [-0.414, 0.635, -1.721], [-0.948, 0.036, 1.744], [-1.662, 1.468, -0.681], [-0.538, 2.489, 0.230], [-1.979, 2.032, 1.045], [-0.667, -2.182, 0.790], [1.023, -1.994, 1.257], [0.733, -2.486, -0.421]],
  "lowdin_charge": [-0.304, -0.073, -0.504, -0.523, -0.073, -0.083, 0.739, 0.148, 0.096, 0.104, 0.054, 0.093, 0.067, 0.078, 0.084, 0.100]
}

---

[4]
{
  "formula": "C12H30NO6Sr2",
  "method": "the ωB97M-V functional and the def2-TZVPD basis",
  "total_charge": 3,
  "gap_ev": 1.021,
  "energy_ev": -28341.506,
  "e_homo_ha": -0.4823,
  "relative_energy_kj_mol": 403.8,
  "symbols": ["Sr", "Sr", "C", "C", "O", "O", "H", "H", "H", "C", "O", "H", "H", "H", "H", "O", "H", "H", "O", "H", "H", "C", "C", "C", "C", "C", "C", "N", "O", "C", "C", "C", "H", "H", "H", "H", "H", "H", "H", "H", "H", "H", "H", "H", "H", "H", "H", "H", "H", "H", "H"],
  "coordinates": [[-4.574, 10.050, 22.705], [-1.096, 8.626, 18.542], [1.326, 7.655, 24.267], [0.799, 7.998, 22.844], [1.281, 7.498, 21.869], [-0.281, 8.620, 22.727], [2.277, 7.124, 24.261], [0.630, 6.879, 24.587], [1.504, 8.602, 24.778], [6.258, 5.491, 24.135], [6.764, 6.639, 24.770], [5.697, 5.713, 23.228], [7.032, 4.904, 23.640], [5.799, 4.847, 24.886], [7.313, 7.125, 24.151], [4.957, 8.659, 19.779], [4.165, 8.351, 20.221], [4.756, 9.560, 19.526], [1.823, 3.026, 22.800], [1.424, 3.110, 23.665], [1.660, 3.869, 22.377], [3.899, 0.612, 28.398], [2.556, 1.003, 28.977], [1.399, 0.366, 28.227], [1.276, -1.144, 28.528], [0.969, -1.306, 30.049], [2.104, -0.631, 30.954], [2.458, 0.689, 30.435], [3.373, 1.448, 31.274], [1.550, -0.676, 32.446], [3.341, -1.528, 30.807], [2.342, 2.558, 28.798], [3.784, 0.300, 27.360], [4.252, -0.296, 28.886], [4.720, 1.325, 28.487], [0.545, 1.018, 28.413], [1.470, 0.611, 27.168], [2.157, -1.734, 28.277], [0.367, -1.462, 28.018], [0.779, -2.364, 30.232], [0.012, -0.797, 30.158], [0.535, -0.289, 32.539], [1.380, -1.695, 32.795], [2.090, -0.156, 33.238], [4.243, -1.008, 31.128], [3.367, -2.516, 31.267], [3.505, -1.866, 29.783], [1.368, 2.869, 29.175], [2.522, 2.874, 27.770], [3.126, 3.168, 29.247], [4.163, 0.976, 31.000]],
  "lowdin_charge": [1.459, 1.565, 0.014, -0.817, -0.020, -0.155, 0.073, 0.080, 0.084, -0.185, -0.113, 0.068, 0.073, 0.079, 0.079, -0.043, 0.013, 0.026, -0.045, 0.023, 0.020, -0.001, -0.471, -0.147, -0.142, -0.102, -0.413, 0.048, 0.084, 0.002, -0.016, -0.012, 0.109, 0.067, 0.103, 0.118, 0.126, 0.108, 0.118, 0.131, 0.119, 0.082, 0.092, 0.085, 0.092, 0.111, 0.072, 0.091, 0.091, 0.083, 0.095]
}